Entry 1:
Density functional theory data (wB97M-V/def2-TZVPD) for a single C19H27N5O5 molecule.

Calculated values
Largest force on an atom ... 0.0271 Eh/bohr
SMILES string ... Cn1c(NCCN(CCO)CCCc2ccc([N+](=O)[O-])cc2)cc(=O)n(C)c1=O
Kohn-Sham gap ... 0.2927 Ha
Energy above the lowest of the compared OMol25 structures with the same formula, charge and spin ... 22.9 kJ/mol

Atoms and positions in Å:
C: 1.170 -0.489 2.773
N: 0.591 -1.140 1.616
C: -0.772 -1.249 1.459
N: -1.558 -0.695 2.423
C: -2.966 -0.426 2.239
C: -3.245 0.850 1.416
N: -2.828 0.745 0.037
C: -3.858 0.211 -0.832
C: -3.413 -0.003 -2.295
O: -2.091 -0.422 -2.465
C: -2.040 1.860 -0.456
C: -0.562 1.522 -0.250
C: 0.420 2.514 -0.881
C: 1.786 1.914 -0.741
C: 2.549 2.138 0.401
C: 3.736 1.464 0.602
C: 4.168 0.555 -0.354
N: 5.366 -0.201 -0.122
O: 6.003 0.043 0.882
O: 5.679 -1.032 -0.948
C: 3.440 0.344 -1.518
C: 2.251 1.018 -1.701
C: -1.263 -1.939 0.391
C: -0.416 -2.445 -0.630
O: -0.806 -2.960 -1.668
N: 0.955 -2.284 -0.398
C: 1.852 -2.806 -1.413
C: 1.491 -1.654 0.685
O: 2.688 -1.523 0.846
H: 2.250 -0.620 2.698
H: 0.954 0.582 2.778
H: 0.817 -0.953 3.695
H: -1.100 -0.040 3.038
H: -3.404 -0.300 3.233
H: -3.436 -1.289 1.772
H: -2.705 1.676 1.887
H: -4.323 1.070 1.496
H: -4.158 -0.754 -0.411
H: -4.760 0.854 -0.853
H: -4.121 -0.708 -2.754
H: -3.494 0.940 -2.846
H: -1.981 -1.350 -2.208
H: -2.215 1.990 -1.520
H: -2.300 2.804 0.047
H: -0.403 0.543 -0.702
H: -0.351 1.446 0.818
H: 0.168 2.650 -1.933
H: 0.361 3.481 -0.377
H: 2.200 2.841 1.145
H: 4.326 1.610 1.493
H: 3.809 -0.359 -2.249
H: 1.661 0.842 -2.588
H: -2.318 -2.056 0.236
H: 2.876 -2.667 -1.077
H: 1.681 -2.281 -2.352
H: 1.641 -3.864 -1.565

Entry 2:
Density functional theory data (wB97M-V/def2-TZVPD) for a molecular structure, C19H27N7S2Zr.

Calculated values
Largest force on an atom ... 0.3674 Eh/bohr
Kohn-Sham gap (alpha / beta) ... 0.1739 / 0.1747 Ha
Total charge ... +2
Energy above the lowest of the compared OMol25 structures with the same formula, charge and spin ... 1489.8 kJ/mol

Atoms and positions in Å:
Zr: -0.144 0.177 -0.178
C: -2.258 1.660 -0.969
C: -2.871 0.252 -1.152
N: -1.813 -0.767 -1.201
C: -2.143 -2.006 -0.490
C: -1.765 -1.901 0.970
C: -2.555 -2.355 2.011
C: -2.142 -2.087 3.319
C: -0.982 -1.341 3.548
C: -0.245 -0.922 2.453
C: 0.964 -0.012 2.551
N: 0.934 1.025 1.518
C: 0.147 2.213 1.867
C: -0.656 2.706 0.640
N: -1.574 1.652 0.297
N: -0.596 -1.274 1.200
H: -3.050 2.416 -0.979
H: -1.568 1.873 -1.794
H: -3.449 0.219 -2.082
H: -3.579 0.063 -0.334
H: -1.555 -0.923 -2.203
H: -1.552 -2.824 -0.918
H: -3.199 -2.274 -0.619
H: -3.483 -2.882 1.821
H: -2.743 -2.425 4.158
H: -0.683 -1.080 4.556
H: 1.849 -0.639 2.392
H: 1.060 0.426 3.551
H: 1.878 1.337 1.192
H: 0.821 3.006 2.209
H: -0.548 2.013 2.694
H: 0.030 2.925 -0.187
H: -1.195 3.624 0.892
H: -2.175 1.347 1.100
C: 3.544 -4.096 1.015
S: 1.818 -4.334 0.546
C: 1.477 -2.670 0.091
S: 1.153 -1.440 1.246
N: 1.516 -2.370 -1.171
N: 1.235 -1.022 -1.365
C: 1.859 -0.552 -2.382
C: 1.686 0.866 -2.597
C: 2.218 1.536 -3.685
C: 1.983 2.906 -3.761
C: 1.245 3.529 -2.755
C: 0.764 2.754 -1.707
N: 0.966 1.429 -1.610
H: 3.990 -5.068 1.246
H: 4.109 -3.645 0.194
H: 3.626 -3.463 1.902
H: 2.501 -1.149 -3.048
H: 2.790 1.015 -4.441
H: 2.374 3.484 -4.592
H: 1.048 4.594 -2.781
H: 0.188 3.187 -0.895
H: -1.248 1.281 -1.282

Entry 3:
Density functional theory data (wB97M-V/def2-TZVPD) for a single C19H27NO4 molecule.

Calculated values
Largest force on an atom ... 0.0098 Eh/bohr
SMILES string ... COC(=O)CCC(=O)N1CCC[C@@](CO)(Cc2ccccc2C)C1
Kohn-Sham gap ... 0.3509 Ha
Energy above the lowest of the compared OMol25 structures with the same formula, charge and spin ... 15.7 kJ/mol

Atoms and positions in Å:
C: 5.136 2.489 -1.512
O: 5.210 1.557 -0.442
C: 4.086 1.327 0.227
O: 3.045 1.896 -0.006
C: 4.290 0.309 1.325
C: 2.997 -0.463 1.569
C: 2.668 -1.304 0.339
O: 3.497 -1.496 -0.533
N: 1.442 -1.877 0.296
C: 1.076 -2.676 -0.858
C: 0.097 -1.921 -1.757
C: -1.101 -1.426 -0.946
C: -0.675 -0.631 0.295
C: 0.038 0.664 -0.128
O: 0.404 1.431 1.000
C: -1.883 -0.315 1.207
C: -2.960 0.515 0.559
C: -2.770 1.892 0.492
C: -3.695 2.723 -0.110
C: -4.849 2.181 -0.647
C: -5.069 0.820 -0.548
C: -4.145 -0.028 0.054
C: -4.482 -1.487 0.167
C: 0.303 -1.514 1.102
H: 4.743 3.445 -1.158
H: 6.151 2.605 -1.884
H: 4.483 2.106 -2.298
H: 5.097 -0.358 1.025
H: 4.589 0.844 2.230
H: 2.197 0.247 1.775
H: 3.110 -1.130 2.426
H: 1.992 -2.918 -1.400
H: 0.615 -3.603 -0.498
H: 0.611 -1.083 -2.228
H: -0.246 -2.587 -2.551
H: -1.751 -0.814 -1.574
H: -1.669 -2.297 -0.612
H: 0.934 0.416 -0.704
H: -0.631 1.245 -0.779
H: 1.196 1.933 0.753
H: -2.294 -1.258 1.568
H: -1.495 0.240 2.063
H: -1.880 2.314 0.934
H: -3.520 3.788 -0.155
H: -5.582 2.814 -1.125
H: -5.984 0.402 -0.943
H: -4.372 -1.834 1.193
H: -3.839 -2.093 -0.468
H: -5.512 -1.657 -0.139
H: 0.610 -0.994 2.006
H: -0.210 -2.437 1.397

Entry 4:
Density functional theory data (wB97M-V/def2-TZVPD) for 7 unconnected molecules or ions with the total composition C19H28Cl12N4.

Calculated values
Largest force on an atom ... 0.0731 Eh/bohr
SMILES string ... ClC(Cl)(Cl)Cl.ClC(Cl)(Cl)Cl.ClC(Cl)(Cl)Cl.CCCC#N.CCCC#N.CCCC#N.CCCC#N
Kohn-Sham gap ... 0.3980 Ha

Atoms and positions in Å:
Cl: -4.510 -2.113 -1.621
C: -2.834 -1.554 -1.926
Cl: -1.713 -1.807 -0.532
Cl: -2.226 -2.155 -3.469
Cl: -2.983 0.204 -2.131
Cl: -4.119 5.861 -0.972
C: -4.287 5.655 0.762
Cl: -2.900 4.654 1.352
Cl: -4.142 7.247 1.539
Cl: -5.878 4.930 1.203
Cl: -2.585 1.012 3.143
C: -4.035 -0.013 2.878
Cl: -5.258 0.284 4.258
Cl: -4.886 0.448 1.441
Cl: -3.418 -1.708 2.879
C: 2.954 4.266 -1.838
C: 2.522 2.896 -2.416
C: 3.593 1.790 -2.255
C: 4.047 1.719 -0.850
N: 4.339 1.699 0.241
H: 2.093 4.929 -1.753
H: 3.684 4.811 -2.438
H: 3.367 4.163 -0.835
H: 2.296 2.994 -3.477
H: 1.565 2.485 -2.096
H: 4.444 1.989 -2.906
H: 3.048 0.883 -2.515
C: -1.328 -4.284 5.099
C: 0.229 -4.519 5.148
C: 1.000 -3.294 5.674
C: 0.769 -2.088 4.872
N: 0.523 -1.102 4.278
H: -1.819 -5.153 4.662
H: -1.698 -3.464 4.484
H: -1.709 -4.231 6.119
H: 0.550 -4.721 4.126
H: 0.470 -5.394 5.752
H: 2.065 -3.451 5.501
H: 0.655 -2.963 6.653
C: 2.194 -2.434 -5.919
C: 1.409 -2.963 -4.718
C: 1.309 -1.954 -3.575
C: 0.595 -0.705 -3.840
N: 0.050 0.285 -3.944
H: 2.296 -3.260 -6.624
H: 3.121 -1.916 -5.676
H: 1.615 -1.664 -6.429
H: 1.944 -3.858 -4.403
H: 0.424 -3.274 -5.066
H: 2.278 -1.488 -3.396
H: 0.999 -2.463 -2.663
C: -1.047 1.960 -0.032
C: 0.008 1.920 1.101
C: 0.503 0.510 1.441
C: 1.196 -0.152 0.297
N: 1.681 -0.680 -0.629
H: -0.595 1.465 -0.891
H: -1.254 2.996 -0.303
H: -1.996 1.495 0.235
H: -0.443 2.303 2.017
H: 0.866 2.555 0.878
H: -0.306 -0.069 1.887
H: 1.270 0.487 2.214

Entry 5:
Density functional theory data (wB97M-V/def2-TZVPD) for a single C19H28Cl2NO molecule.

Calculated values
2S+1 ... 2
Largest force on an atom ... 0.0268 Eh/bohr
Kohn-Sham gap (alpha / beta) ... 0.3270 / 0.3546 Ha

Atoms and positions in Å:
C: -3.292 1.944 -0.889
C: -2.129 1.097 -1.377
Cl: -1.912 1.527 -3.117
C: -0.752 1.291 -0.669
Cl: -0.844 2.548 0.618
C: -0.186 -0.011 -0.056
C: -0.151 -1.156 -1.101
C: 0.329 -0.859 -2.504
C: -0.328 -1.502 -3.559
C: 0.049 -1.304 -4.888
C: 1.091 -0.435 -5.191
C: 1.764 0.205 -4.153
C: 1.393 -0.019 -2.825
C: 1.276 0.279 0.412
C: 1.596 0.451 1.914
C: 2.237 1.845 2.123
C: 2.658 -0.580 2.314
N: 0.420 0.391 2.808
O: 0.726 0.433 4.048
C: -0.630 -0.597 2.501
C: -1.810 -0.301 3.467
C: -0.162 -2.042 2.750
C: -1.163 -0.451 1.067
H: -3.541 1.731 0.145
H: -3.110 2.998 -1.051
H: -4.151 1.677 -1.501
H: -2.436 0.061 -1.316
H: -0.073 1.717 -1.393
H: -1.144 -1.584 -1.201
H: 0.456 -1.947 -0.660
H: -1.147 -2.173 -3.342
H: -0.473 -1.823 -5.676
H: 1.370 -0.274 -6.219
H: 2.573 0.874 -4.396
H: 1.955 0.479 -2.051
H: 1.589 1.187 -0.090
H: 1.918 -0.508 0.026
H: 2.300 2.080 3.179
H: 1.709 2.606 1.562
H: 3.257 1.795 1.751
H: 3.551 -0.385 1.728
H: 2.911 -0.506 3.365
H: 2.350 -1.590 2.055
H: -1.773 -0.986 4.307
H: -1.745 0.706 3.858
H: -2.763 -0.458 2.970
H: -1.031 -2.648 2.979
H: 0.581 -2.099 3.535
H: 0.269 -2.455 1.836
H: -2.027 0.201 1.096
H: -1.554 -1.433 0.811

Entry 6:
Density functional theory data (wB97M-V/def2-TZVPD) for a single C19H28ClN3O4S molecule.

Calculated values
Largest force on an atom ... 0.0204 Eh/bohr
SMILES string ... CCOc1ccc(S(=O)(=O)N2CCC(C(=O)N3CCN(C)CC3)CC2)cc1Cl
Kohn-Sham gap ... 0.3426 Ha
Energy above the lowest of the compared OMol25 structures with the same formula, charge and spin ... 38.1 kJ/mol

Atoms and positions in Å:
C: -3.833 -0.040 -1.142
C: -4.436 -1.385 -1.526
O: -3.461 -2.279 -2.052
C: -2.413 -2.729 -1.334
C: -1.297 -3.061 -2.118
C: -0.134 -3.555 -1.569
C: -0.061 -3.734 -0.200
S: 1.484 -4.244 0.558
O: 2.283 -4.873 -0.452
O: 1.188 -4.957 1.765
N: 2.295 -2.864 1.008
C: 1.850 -2.156 2.181
C: 0.842 -1.054 1.857
C: 1.373 -0.115 0.770
C: 0.235 0.794 0.306
O: -0.924 0.420 0.382
N: 0.552 1.979 -0.257
C: 1.847 2.603 -0.382
C: 1.888 3.876 0.468
N: 0.846 4.783 0.027
C: 0.914 6.059 0.705
C: -0.455 4.155 0.175
C: -0.508 2.881 -0.665
C: 1.835 -0.926 -0.451
C: 2.818 -2.024 -0.037
C: -1.153 -3.469 0.597
C: -2.327 -2.973 0.045
Cl: -3.627 -2.720 1.160
H: -3.070 -0.155 -0.376
H: -3.375 0.425 -2.012
H: -4.616 0.612 -0.764
H: -4.973 -1.829 -0.685
H: -5.136 -1.264 -2.358
H: -1.387 -2.904 -3.181
H: 0.719 -3.805 -2.179
H: 2.734 -1.723 2.666
H: 1.417 -2.900 2.850
H: -0.094 -1.486 1.505
H: 0.627 -0.482 2.762
H: 2.209 0.458 1.178
H: 2.648 1.930 -0.089
H: 1.990 2.881 -1.432
H: 2.855 4.367 0.339
H: 1.771 3.605 1.534
H: 0.769 5.972 1.793
H: 0.144 6.715 0.303
H: 1.888 6.509 0.519
H: -1.219 4.852 -0.173
H: -0.666 3.902 1.230
H: -1.461 2.368 -0.529
H: -0.370 3.134 -1.720
H: 0.957 -1.376 -0.918
H: 2.310 -0.270 -1.183
H: 3.748 -1.571 0.327
H: 3.053 -2.678 -0.877
H: -1.095 -3.677 1.654

Entry 7:
Density functional theory data (wB97M-V/def2-TZVPD) for a molecular structure, C19H28FO2Pb.

Calculated values
Largest force on an atom ... 0.0525 Eh/bohr
Kohn-Sham gap ... 0.2028 Ha
Total charge ... -1

Atoms and positions in Å:
O: -0.053 -0.183 -0.153
C: -0.733 1.012 -0.638
C: 0.582 1.653 -1.091
H: -1.231 1.512 0.206
H: -1.425 0.781 -1.465
C: 1.268 0.403 -0.516
H: 0.809 2.620 -0.626
H: 0.638 1.736 -2.186
C: 2.085 0.581 0.758
H: 1.520 1.260 1.418
H: 3.095 0.971 0.567
H: 2.186 -0.380 1.285
C: 1.931 -0.456 -1.572
H: 1.290 -0.533 -2.455
H: 2.078 -1.453 -1.152
H: 2.896 -0.042 -1.907
Pb: -1.632 -1.808 1.118
C: -0.323 -4.439 -1.854
C: -1.666 -4.317 -1.437
C: -2.069 -2.963 -1.663
H: -2.275 -5.120 -1.032
C: -0.949 -2.265 -2.198
C: 0.123 -3.178 -2.313
H: 1.122 -2.976 -2.682
H: 0.279 -5.340 -1.848
H: -3.068 -2.559 -1.528
H: -0.916 -1.237 -2.539
C: 0.970 -4.751 1.107
C: 1.992 -4.158 0.333
C: 2.214 -2.855 0.825
H: 2.523 -4.596 -0.500
C: 1.312 -2.623 1.894
C: 0.571 -3.821 2.104
H: -0.134 -4.012 2.913
H: 0.562 -5.742 0.932
H: 2.987 -2.194 0.451
H: 1.236 -1.700 2.464
O: -0.807 3.428 1.031
C: -0.077 4.582 0.509
C: -0.842 5.871 0.806
H: 0.026 4.498 -0.588
H: 0.948 4.596 0.911
C: -2.195 5.387 1.397
H: -1.013 6.476 -0.092
H: -0.271 6.464 1.532
C: -2.152 3.840 1.365
H: -3.015 5.743 0.766
H: -2.307 5.759 2.423
H: -2.841 3.441 0.599
H: -2.465 3.394 2.330
F: -2.785 -0.303 1.992

Entry 8:
Density functional theory data (wB97M-V/def2-TZVPD) for a single C19H28N2O3 molecule.

Calculated values
Largest force on an atom ... 0.0106 Eh/bohr
SMILES string ... CC(C)OCCCNC(=O)[C@H]1CC(=O)N(CCc2ccccc2)C1
Kohn-Sham gap ... 0.3679 Ha
Energy above the lowest of the compared OMol25 structures with the same formula, charge and spin ... 53.5 kJ/mol

Atoms and positions in Å:
C: 3.087 2.225 -0.582
C: 1.921 2.624 0.322
C: 0.904 3.456 -0.453
O: 1.233 1.486 0.829
C: 1.805 0.896 1.972
C: 0.916 -0.245 2.465
C: -0.490 0.224 2.822
N: -1.240 0.513 1.620
C: -2.563 0.325 1.542
O: -3.232 -0.120 2.457
C: -3.216 0.648 0.192
C: -2.477 1.664 -0.676
C: -1.637 0.821 -1.624
O: -0.738 1.211 -2.340
N: -2.089 -0.447 -1.559
C: -1.716 -1.467 -2.505
C: -1.117 -2.717 -1.857
C: 0.175 -2.526 -1.105
C: 1.104 -1.547 -1.433
C: 2.322 -1.489 -0.778
C: 2.629 -2.397 0.220
C: 1.699 -3.361 0.573
C: 0.485 -3.422 -0.086
C: -3.214 -0.626 -0.673
H: 3.611 3.114 -0.922
H: 3.792 1.590 -0.051
H: 2.701 1.688 -1.445
H: 2.306 3.209 1.175
H: 1.392 4.317 -0.900
H: 0.119 3.808 0.213
H: 0.463 2.848 -1.239
H: 2.805 0.499 1.747
H: 1.912 1.656 2.764
H: 1.388 -0.686 3.344
H: 0.851 -1.006 1.687
H: -0.438 1.119 3.456
H: -1.036 -0.548 3.372
H: -0.686 0.883 0.860
H: -4.239 0.955 0.417
H: -1.874 2.375 -0.116
H: -3.177 2.237 -1.289
H: -1.007 -1.010 -3.198
H: -2.608 -1.765 -3.073
H: -1.855 -3.165 -1.188
H: -0.935 -3.440 -2.659
H: 0.888 -0.818 -2.198
H: 3.040 -0.734 -1.058
H: 3.583 -2.353 0.724
H: 1.921 -4.068 1.359
H: -0.231 -4.185 0.187
H: -3.095 -1.525 -0.062
H: -4.143 -0.724 -1.251

Entry 9:
Density functional theory data (wB97M-V/def2-TZVPD) for a single C19H28N2O3 molecule.

Calculated values
Largest force on an atom ... 0.0125 Eh/bohr
SMILES string ... CC(C)OCCCNC(=O)[C@H]1CC(=O)N(CCc2ccccc2)C1
Kohn-Sham gap ... 0.3511 Ha
Energy above the lowest of the compared OMol25 structures with the same formula, charge and spin ... 72.4 kJ/mol

Atoms and positions in Å:
C: 2.262 2.237 3.115
C: 1.833 1.551 1.822
C: 1.660 2.574 0.697
O: 2.840 0.593 1.520
C: 2.465 -0.388 0.585
C: 3.490 -1.519 0.640
C: 3.132 -2.664 -0.310
N: 1.879 -3.289 0.057
C: 0.713 -2.928 -0.516
O: 0.650 -2.273 -1.534
C: -0.538 -3.447 0.213
C: -0.603 -2.918 1.649
C: -1.235 -1.540 1.468
O: -1.143 -0.597 2.223
N: -1.924 -1.567 0.311
C: -2.488 -0.382 -0.283
C: -1.415 0.418 -1.042
C: -2.018 1.635 -1.676
C: -2.483 1.601 -2.984
C: -3.071 2.717 -3.553
C: -3.204 3.882 -2.817
C: -2.746 3.925 -1.511
C: -2.159 2.808 -0.945
C: -1.778 -2.807 -0.420
H: 1.510 2.958 3.422
H: 2.387 1.498 3.901
H: 3.210 2.746 2.963
H: 0.878 1.026 1.988
H: 1.332 2.097 -0.224
H: 2.606 3.077 0.509
H: 0.917 3.313 0.983
H: 1.461 -0.766 0.832
H: 2.426 0.023 -0.435
H: 3.551 -1.885 1.667
H: 4.467 -1.118 0.371
H: 3.920 -3.421 -0.302
H: 3.006 -2.284 -1.325
H: 1.862 -3.783 0.936
H: -0.552 -4.538 0.158
H: 0.355 -2.834 2.159
H: -1.266 -3.530 2.265
H: -2.895 0.234 0.523
H: -3.298 -0.674 -0.955
H: -0.649 0.711 -0.321
H: -0.951 -0.223 -1.794
H: -2.376 0.694 -3.564
H: -3.424 2.679 -4.573
H: -3.661 4.754 -3.260
H: -2.846 4.832 -0.933
H: -1.801 2.842 0.074
H: -1.620 -2.612 -1.483
H: -2.670 -3.434 -0.293

Q: The highest largest force on an atom belongs to which entry?
A: C19H27N7S2Zr